Record 1
DFT (wB97M-V/def2-TZVPD) results for a structure of composition C36H96As6F36N6O6.

Results
Energy (eV): -522988.5693
F_max (eV/A): 2.41
HOMO-LUMO gap (eV): 6.46
LUMO energy (eV): -2.74
Total charge: 0

Each line ends with the Löwdin charge.
CARTESIAN COORDINATES (ANGSTROEM)
H  3.287  -2.833  -2.811  0.066
H  4.166  -5.479  -1.413  0.104
C  3.141  0.530  -1.767  -0.062
H  0.416  6.517  5.020  0.092
H  1.320  0.128  3.660  0.098
C  -7.823  2.089  8.963  -0.069
H  -0.949  -2.672  0.329  0.133
H  -1.665  -4.685  -5.793  0.134
C  -1.474  6.422  2.482  -0.229
C  -0.045  1.177  1.483  -0.141
F  2.629  -4.695  0.901  -0.275
H  3.521  -6.477  -6.670  0.143
H  -2.920  6.273  0.023  0.077
H  -0.570  2.287  4.241  0.081
C  -2.276  -4.148  -3.369  -0.084
C  0.715  -1.712  -1.391  -0.113
H  -2.027  -0.621  1.292  0.148
H  1.655  -2.012  -0.922  0.080
F  3.911  -3.080  -0.334  -0.280
C  4.039  -6.139  -4.645  -0.090
C  2.517  -4.740  -3.279  -0.162
C  2.394  3.288  -4.586  0.034
H  -1.384  -1.799  2.444  0.128
F  3.685  2.074  1.978  -0.271
H  5.592  -7.327  -2.195  0.086
H  -1.388  1.467  5.428  0.069
H  -3.521  -5.221  -8.750  0.094
F  4.231  -4.572  2.776  -0.229
F  0.615  4.267  8.919  -0.246
F  -0.813  5.034  -0.395  -0.231
C  5.858  -6.287  -2.415  -0.047
As  -5.128  3.261  2.173  0.634
H  -2.982  7.926  3.941  0.166
F  5.539  -2.972  1.546  -0.222
H  -3.053  0.511  9.182  0.095
H  -4.694  -3.629  -7.502  0.179
C  -2.608  -5.170  -5.472  -0.208
C  3.259  1.179  -5.331  -0.124
H  0.570  3.130  -6.453  0.088
N  3.508  -5.853  -3.281  -0.277
H  -4.080  7.472  0.399  0.092
C  -3.334  0.306  8.147  -0.024
F  0.424  2.781  6.973  -0.233
N  -0.383  0.027  2.404  -0.249
H  2.245  0.798  -5.497  0.137
H  1.038  1.524  -7.033  0.080
F  -2.010  5.669  -2.398  -0.236
H  -2.280  7.819  0.365  0.099
H  -3.590  -0.754  8.074  0.082
C  2.695  2.865  -6.945  -0.203
C  3.104  -3.422  -3.707  -0.062
C  3.734  0.793  -3.977  -0.230
H  -8.487  1.296  8.615  0.095
O  2.761  1.012  -3.027  -0.176
F  -1.625  3.233  8.395  -0.276
H  0.589  -2.274  1.062  0.120
F  -6.778  2.836  2.029  -0.247
H  -4.866  0.654  6.770  0.158
H  1.487  2.700  -4.567  0.105
F  2.292  2.284  3.921  -0.256
H  4.008  -3.551  -4.300  0.079
H  -2.835  -3.757  -2.523  0.108
H  2.024  -7.385  -3.306  0.099
C  -1.123  1.901  0.699  -0.036
C  1.022  -7.020  -6.512  -0.115
C  -3.080  7.129  0.667  -0.032
H  4.956  -4.414  -2.596  0.129
H  0.981  2.827  -8.165  0.094
As  0.007  2.685  8.641  0.661
C  0.866  -0.500  2.899  -0.011
F  0.302  6.376  -2.136  -0.232
O  -6.645  2.078  8.163  -0.192
H  6.398  3.402  -6.642  0.099
H  -0.672  2.739  0.180  0.054
H  -0.234  4.923  4.680  0.090
F  4.991  -5.144  0.596  -0.275
C  5.598  2.666  -6.534  -0.053
F  -0.652  1.105  8.431  -0.254
H  2.975  3.883  -7.227  0.146
H  -5.028  3.060  7.289  0.154
C  -1.259  0.344  3.596  -0.140
H  3.583  -7.871  -2.792  0.110
H  -4.748  -3.514  -5.842  0.185
F  4.719  2.611  4.096  -0.242
H  -1.890  2.188  1.408  0.054
H  -2.223  0.683  3.217  0.131
H  -7.529  1.957  10.007  0.090
H  0.718  0.891  0.767  0.109
C  -1.112  -1.052  1.690  -0.092
F  -1.229  3.315  -2.061  -0.257
H  -3.541  6.144  2.520  0.132
H  4.519  -7.108  -4.559  0.141
C  -5.701  1.165  8.622  -0.227
H  6.000  1.700  -6.246  0.087
F  0.990  4.147  -1.713  -0.252
H  0.222  0.936  5.122  0.081
F  4.513  4.381  2.334  -0.251
H  0.854  -1.127  -2.299  0.082
H  2.386  0.577  -0.991  0.094
C  -0.333  -1.823  0.676  -0.190
As  -0.524  4.894  -2.077  0.644
O  1.890  -6.913  -5.431  -0.198
H  -8.287  3.060  8.825  0.089
H  1.426  -7.541  -7.382  0.100
F  2.152  4.058  2.308  -0.271
As  4.080  -3.800  1.261  0.670
H  5.229  2.626  -7.560  0.076
F  -3.595  -2.185  4.989  -0.275
N  -3.272  8.080  2.962  0.225
F  -0.349  4.568  -3.791  -0.286
H  3.955  -0.286  -4.021  0.133
F  -3.308  -3.056  7.272  -0.251
H  -6.077  0.140  8.762  0.150
H  -0.002  -2.520  -1.656  0.078
H  -2.846  8.957  2.642  0.172
N  -4.160  2.508  7.291  0.239
F  -1.732  -3.508  4.213  -0.287
H  -1.947  -5.213  -7.963  0.085
H  -1.823  -5.087  -3.029  0.101
H  -2.468  0.433  7.502  0.066
F  1.551  2.021  8.973  -0.238
H  6.572  -5.951  -1.671  0.101
H  0.653  -6.038  -6.866  0.083
H  1.653  -5.047  -3.862  0.121
H  -2.969  -6.664  -7.927  0.104
H  -2.330  -6.178  -5.134  0.151
H  4.369  4.247  -5.678  0.140
F  -1.550  -4.544  6.449  -0.242
H  2.178  -4.679  -2.243  0.138
F  3.262  4.480  4.419  -0.254
C  -2.968  -5.577  -7.877  -0.022
F  -1.395  -2.105  6.164  -0.252
O  -1.298  6.467  3.860  -0.193
C  4.626  3.201  -5.522  -0.155
H  0.721  5.811  3.427  0.078
H  -0.715  7.044  1.985  0.145
H  3.561  -0.476  -1.900  0.080
H  -1.478  -3.423  -3.566  0.088
F  -4.770  2.202  0.885  -0.238
H  -1.436  -0.652  3.991  0.102
N  3.245  2.608  -5.613  -0.296
H  2.575  -6.826  -1.683  0.127
H  -3.852  2.527  6.314  0.169
H  4.794  -5.376  -4.811  0.136
C  1.230  2.596  -7.130  -0.045
H  3.758  0.638  -6.139  0.144
C  -0.679  1.265  4.618  -0.056
H  2.442  -2.841  -4.353  0.085
C  -4.535  1.113  7.697  -0.314
H  1.588  -0.536  2.088  0.100
H  2.684  -5.096  -5.984  0.128
N  -4.149  -3.763  -6.644  0.227
H  0.106  -7.496  -6.160  0.091
C  -0.003  5.890  4.234  -0.020
C  -3.616  -5.164  -6.581  -0.319
C  -2.850  6.895  2.118  -0.340
O  -0.083  -1.024  -0.463  -0.193
H  -3.362  -3.102  -6.584  0.185
H  6.373  -6.351  -3.378  0.079
As  -2.542  -3.333  5.761  0.658
H  0.776  -1.503  3.314  0.131
H  3.957  1.134  -1.343  0.114
H  4.637  1.375  -3.744  0.134
C  4.627  -5.427  -2.399  -0.193
F  -5.340  4.530  1.043  -0.239
C  2.862  -7.063  -2.702  0.047
H  -1.594  1.297  -0.079  0.076
C  3.026  -6.118  -5.755  -0.185
H  -4.291  8.145  2.930  0.171
F  3.179  -2.560  2.011  -0.217
H  3.255  2.285  -7.680  0.121
H  2.906  3.265  -3.634  0.118
H  -1.444  5.398  2.092  0.135
F  -3.461  3.589  2.457  -0.250
As  3.465  3.315  3.164  0.649
H  -5.370  1.417  9.651  0.143
H  5.051  3.063  -4.537  0.130
H  -4.448  -5.793  -6.275  0.168
F  -3.650  -4.573  5.304  -0.263
O  -3.155  -4.407  -4.422  -0.191
H  2.184  4.302  -4.912  0.126
F  -0.358  2.639  10.330  -0.264
F  -4.979  1.990  3.335  -0.274
H  0.408  1.853  2.211  0.114
F  -5.477  4.297  3.543  -0.290
H  -3.456  2.969  7.896  0.141



Record 2
DFT (wB97M-V/def2-TZVPD) results for an isolated molecule of C4H4ClFOS.

Results
Energy (eV): -32335.4846
F_max (eV/A): 2.71
HOMO-LUMO gap (eV): 10.45
LUMO energy (eV): 0.33
SMILES string: O=C1SCC[C@@]1(F)Cl
Energy relative to the best compared isomer or geometry (same formula, charge and spin) (kJ/mol): 0.0
Total charge: 0

Each line ends with the natural charge from an NBO analysis.
CARTESIAN COORDINATES (ANGSTROEM)
C  -0.308  1.003  -0.065  0.378
H  -0.491  -1.092  1.931  0.240
C  0.620  -0.096  0.439  0.301
H  0.519  -2.182  0.890  0.247
C  -1.335  -1.423  -0.003  -0.504
O  0.020  2.151  -0.004  -0.489
C  -0.127  -1.307  0.926  -0.469
H  -2.121  -2.036  0.554  0.239
Cl  1.675  -0.444  -1.016  -0.062
F  1.416  0.425  1.394  -0.316
S  -1.955  0.292  -0.344  0.212
H  -1.105  -1.906  -0.900  0.222



Record 3
DFT (wB97M-V/def2-TZVPD) results for a structure of composition C24H42NiO25S4.

Results
Energy (eV): -161137.1830
F_max (eV/A): 5.77
HOMO-LUMO gap (spin up / spin down) (eV): 9.46 / 9.35
LUMO energy (spin up / spin down) (eV): -0.66 / -0.82
Spin multiplicity: 3
Total charge: 0

Each line ends with the Löwdin charge.
CARTESIAN COORDINATES (ANGSTROEM)
C  -22.520  3.642  24.811  -0.478
S  -26.062  1.373  21.815  0.963
O  -24.581  5.796  14.901  0.072
C  -23.743  -0.831  22.660  -0.228
H  -26.295  3.594  22.923  0.054
H  -20.537  2.185  17.041  0.033
C  -23.532  5.429  14.092  -0.537
H  -23.241  7.292  20.330  0.097
O  -27.011  7.253  18.960  0.105
O  -22.976  4.774  24.297  0.082
C  -22.806  7.076  15.423  -0.083
O  -21.066  10.608  20.172  0.123
C  -25.971  6.591  19.708  -0.063
H  -19.721  5.437  16.954  0.104
C  -22.532  2.085  15.296  -0.240
H  -19.152  4.104  18.359  0.106
C  -26.799  5.913  20.850  -0.105
H  -20.791  0.871  18.240  0.034
H  -23.636  5.250  22.384  0.125
C  -27.631  0.678  21.177  -0.219
H  -24.629  7.267  16.408  0.136
O  -17.931  5.468  15.958  0.111
H  -19.678  6.405  15.414  0.145
H  -20.265  3.843  20.214  0.101
O  -22.594  2.723  19.519  -0.380
C  -19.301  5.536  15.953  -0.146
C  -26.959  2.786  22.617  -0.212
O  -25.378  2.118  20.643  -0.583
H  -27.335  2.352  23.543  0.057
S  -23.094  -0.953  20.892  0.965
C  -18.320  6.253  20.241  -0.527
H  -24.806  -1.073  22.672  0.031
O  -16.481  3.733  16.174  0.126
O  -23.929  0.080  20.115  -0.623
C  -18.486  4.270  19.206  -0.155
H  -25.385  7.425  20.094  0.121
O  -24.176  3.532  18.294  -0.372
O  -23.283  5.030  19.833  -0.311
O  -21.312  8.852  18.758  0.091
H  -20.782  -0.104  20.501  0.050
C  -20.772  1.131  17.182  -0.197
C  -19.632  4.387  15.087  -0.208
C  -22.557  3.388  22.551  -0.151
H  -23.150  8.058  15.099  0.137
H  -21.784  3.210  21.803  0.095
H  -22.351  7.168  18.233  0.094
C  -28.136  6.754  19.276  -0.675
H  -20.664  6.917  18.723  0.120
H  -27.777  3.173  22.010  0.065
O  -18.679  3.516  15.448  0.061
H  -25.328  5.921  19.138  0.098
O  -23.400  0.880  17.406  -0.600
H  -26.365  4.917  20.938  0.103
H  -21.787  0.874  21.573  0.038
H  -23.418  2.072  14.661  0.065
H  -22.645  2.985  15.900  0.038
O  -23.561  4.646  13.164  0.132
H  -21.108  -0.739  22.141  0.063
O  -22.334  3.365  26.037  0.081
H  -19.890  0.539  16.938  0.055
C  -21.567  7.498  18.914  -0.111
O  -18.006  7.410  20.562  0.127
C  -21.504  -0.147  21.316  -0.213
H  -19.639  4.505  14.004  0.151
H  -21.657  2.258  14.669  0.058
H  -20.641  4.053  15.324  0.100
H  -23.579  0.176  23.043  0.042
C  -19.235  4.112  20.447  -0.091
Ni  -24.308  1.756  18.998  0.674
C  -22.755  4.844  22.883  -0.091
O  -21.793  8.664  20.905  0.102
O  -28.113  6.062  20.396  0.088
C  -21.416  9.455  19.938  -0.583
C  -17.565  4.219  15.840  -0.516
S  -22.353  0.596  16.329  0.997
O  -29.089  6.915  18.569  0.152
S  -22.919  4.005  18.876  0.265
H  -23.428  3.018  22.011  0.095
C  -22.161  7.431  20.381  -0.112
H  -18.784  3.270  20.972  0.137
O  -21.888  4.392  17.883  -0.321
O  -19.015  5.432  21.018  0.074
H  -17.619  3.610  19.155  0.146
H  -28.370  0.662  21.978  0.062
H  -22.038  7.233  16.181  0.106
C  -24.054  6.414  16.048  -0.135
H  -26.726  6.515  21.756  0.137
H  -27.407  -0.290  20.728  0.057
H  -23.889  5.745  16.893  0.093
H  -21.842  5.370  22.605  0.126
H  -28.078  1.371  20.464  0.069
O  -18.041  5.607  19.076  0.072
H  -23.262  -1.631  23.222  0.057
O  -22.426  6.111  14.410  0.062
H  -21.620  6.642  20.904  0.102
O  -22.316  2.707  23.798  0.036